ORCA calculation (ωB97M-V/def2-TZVPD) on 12 unconnected molecules or ions with the total composition C29H60Cl22N3O in a non-equilibrium geometry.

Element x y z (Å)
C: -2.58147 -0.66825 3.26397
O: -2.94773 -1.09697 1.95560
C: -1.91170 -1.17075 0.99595
C: -1.91174 0.02813 0.03525
C: -1.94741 1.40045 0.72972
N: -0.66792 2.14495 0.67042
C: 0.43915 1.63927 1.24029
N: 0.47248 1.25749 2.53262
C: 1.89033 1.04170 2.87420
C: 2.34375 0.49376 1.52590
N: 1.62053 1.46529 0.65212
H: -3.22708 0.17904 3.52777
H: -2.75297 -1.44631 4.00498
H: -1.55124 -0.30297 3.30362
H: -0.93211 -1.33590 1.46538
H: -2.09934 -2.06695 0.39468
H: -2.78828 -0.05684 -0.60980
H: -1.01208 -0.02648 -0.59063
H: -2.67205 2.05319 0.23966
H: -2.26943 1.32059 1.76625
H: -0.63946 3.02673 0.18334
H: -0.07378 1.85627 3.14217
H: 2.36716 2.01917 3.00989
H: 2.08522 0.36912 3.70388
H: 3.41428 0.41405 1.40185
H: 1.84033 -0.47090 1.39901
H: 1.65500 1.23706 -0.33686
Cl: 5.82349 1.58174 0.79579
C: 5.16634 3.22154 1.02031
C: 5.83693 3.94157 2.16047
Cl: 5.40534 3.20850 3.73046
H: 4.09431 3.14214 1.19077
H: 5.33007 3.75891 0.08818
H: 5.50376 4.97723 2.18963
H: 6.91935 3.91992 2.06403
Cl: -0.41783 5.05028 -0.78104
C: 0.48250 6.32634 -1.65976
C: 1.95685 6.05196 -1.70904
Cl: 2.70698 6.19185 -0.09342
H: 0.26326 7.26896 -1.16605
H: 0.07370 6.35399 -2.66807
H: 2.43011 6.78856 -2.35229
H: 2.16977 5.05730 -2.09395
Cl: 2.11164 -3.46897 -3.31582
C: 0.88230 -2.26400 -3.77933
C: 1.44476 -0.86974 -3.78825
Cl: 1.86302 -0.25848 -2.15025
H: 0.03704 -2.37020 -3.10419
H: 0.55278 -2.51166 -4.78765
H: 0.71555 -0.17493 -4.19791
H: 2.35728 -0.81802 -4.37547
Cl: -7.46774 -0.38597 4.07833
C: -6.10340 -1.53200 4.03154
C: -5.56001 -1.82718 5.40426
Cl: -4.74444 -0.41182 6.13580
H: -5.34284 -1.11663 3.37534
H: -6.47847 -2.45586 3.59362
H: -4.82174 -2.62325 5.32441
H: -6.35013 -2.14002 6.08257
Cl: -1.12166 1.15755 -3.72524
C: -2.48765 2.16990 -3.18221
C: -2.79075 3.27503 -4.15818
Cl: -1.47414 4.47199 -4.21486
H: -2.22850 2.57536 -2.20689
H: -3.35380 1.51759 -3.07915
H: -3.69338 3.79965 -3.84916
H: -2.93620 2.89209 -5.16489
Cl: 4.32880 10.85697 -5.28455
C: 3.59287 10.99126 -3.67035
C: 3.33538 9.63973 -3.05610
Cl: 2.04900 8.74774 -3.92550
H: 2.67379 11.56353 -3.76706
H: 4.28859 11.54464 -3.04192
H: 3.00135 9.75882 -2.02642
H: 4.23001 9.02217 -3.06796
Cl: 9.76154 1.62466 0.00364
C: 9.94112 0.21622 1.08236
C: 9.55654 -1.07369 0.40374
Cl: 7.80690 -1.14564 0.06474
H: 9.32928 0.39485 1.96309
H: 10.98693 0.17259 1.38141
H: 9.79220 -1.91306 1.05547
H: 10.08098 -1.20152 -0.53943
Cl: -2.01083 -4.30835 -2.71865
C: -1.75750 -5.94294 -3.39206
C: -0.60952 -5.97914 -4.36399
Cl: -0.96989 -5.08696 -5.86076
H: -2.68863 -6.25444 -3.85818
H: -1.54506 -6.60085 -2.55109
H: -0.40368 -7.00914 -4.65211
H: 0.29123 -5.55576 -3.92991
Cl: 2.66840 -6.13234 -5.62175
C: 3.09376 -7.42587 -6.77810
C: 2.53201 -7.14692 -8.14859
Cl: 0.75129 -7.22115 -8.19177
H: 2.72399 -8.36472 -6.37437
H: 4.18006 -7.46560 -6.83156
H: 2.90320 -7.88672 -8.85546
H: 2.82178 -6.15607 -8.48923
Cl: -9.23621 -3.21704 5.45342
C: -9.79694 -1.88564 6.49894
C: -9.55244 -2.16599 7.95900
Cl: -10.57136 -3.49195 8.57410
H: -10.85361 -1.73153 6.29633
H: -9.24576 -0.99575 6.19923
H: -9.79423 -1.27932 8.54260
H: -8.51479 -2.43502 8.14197
Cl: -2.27023 -3.82727 3.04374
C: -2.05028 -5.23876 4.11469
C: -3.31859 -6.04957 4.21619
Cl: -4.60300 -5.12409 5.03672
H: -1.74404 -4.86540 5.08867
H: -1.24805 -5.84894 3.70331
H: -3.13944 -6.95353 4.79512
H: -3.69381 -6.32762 3.23473

Atoms 1-2, force components in eV/Å:
-0.421 0.781 -0.157
0.274 0.024 0.144

Calculated values
multiplicity = 1
ΔE to the lowest compared entry with this formula, charge and spin = 0.0 kcal per mole
charge = +1
gap between HOMO and LUMO = 9.39 eV
HOMO energy = -11.78 eV
electronic energy = -11504.5381 a.u.

***

ORCA calculation (ωB97M-V/def2-TZVPD) on 3 unconnected molecules or ions with the total composition C29H60F3N11O4P3S2 in a non-equilibrium geometry.

Element x y z (Å)
C: -5.75717 -2.42805 1.04643
C: -5.85967 -1.96394 2.50448
C: -6.01369 -0.41997 2.61310
C: -4.69001 0.21073 2.95858
C: -4.05000 -0.07920 4.16931
C: -4.67347 -1.00954 5.17517
C: -4.77203 -0.53426 6.64276
C: -5.12145 0.95687 6.82396
C: -4.41212 1.53173 8.06604
S: -5.19641 1.02892 9.62885
C: -4.57921 -0.57757 9.84920
N: -5.22960 -1.57778 10.32324
N: -4.36627 -2.65933 10.31973
C: -3.26279 -2.23874 9.83745
O: -3.30764 -0.92149 9.52211
C: -2.79011 0.53089 4.34074
S: -1.87322 0.15642 5.79082
N: -2.19203 1.33659 3.49561
N: -2.84192 1.62542 2.38944
C: -2.12620 2.52994 1.46472
C: -0.68692 2.82341 1.88402
C: 0.26419 1.73733 1.48396
F: 0.94948 1.07468 2.44665
C: 0.47418 1.37284 0.20992
F: 0.51604 0.12706 -0.21985
F: 0.69471 2.22812 -0.77462
C: -4.03455 1.10919 2.09024
P: -4.91816 1.56798 0.46631
N: -3.86169 1.05080 -0.74686
O: -4.87423 3.21284 0.43115
H: -5.27609 -3.40749 1.04878
H: -6.72869 -2.54818 0.57299
H: -5.09075 -1.77977 0.47437
H: -4.94341 -2.30357 2.98795
H: -6.66385 -2.48044 3.02794
H: -6.73102 -0.15349 3.39050
H: -6.37578 -0.08666 1.64951
H: -5.69059 -1.18704 4.83757
H: -4.16466 -1.97551 5.10706
H: -5.57075 -1.12034 7.09598
H: -3.84597 -0.76602 7.15849
H: -6.18121 1.03990 7.06485
H: -4.83685 1.57949 5.97359
H: -3.37328 1.20895 8.11582
H: -4.41893 2.61994 8.07939
H: -2.34342 -2.76566 9.65475
H: -0.74434 0.81726 5.49816
H: -2.09044 2.06599 0.48530
H: -2.65719 3.47750 1.40136
H: -0.39933 3.71001 1.30656
H: -0.57286 3.09522 2.92820
H: -4.41484 0.75521 -1.54577
H: -3.30861 1.83329 -1.09691
H: -5.61641 3.50610 0.97689
O: -0.56518 1.79995 -6.40840
P: 0.92108 1.89353 -6.41129
N: 1.41482 0.27011 -6.32618
C: 2.74184 -0.14709 -5.92182
C: 0.94889 -0.55234 -7.44116
N: 1.17513 2.65584 -4.86377
C: 1.41923 1.82884 -3.69319
C: 0.15152 3.64751 -4.56076
N: 2.36725 2.54765 -7.11376
C: 3.18001 3.54723 -6.42088
C: 2.12390 3.00067 -8.50382
H: 3.49290 -0.01691 -6.71228
H: 2.70943 -1.20700 -5.65925
H: 3.09273 0.37996 -5.04001
H: 1.52626 -0.36603 -8.35758
H: -0.10032 -0.34986 -7.65102
H: 1.03379 -1.61077 -7.19034
H: 0.70910 0.99350 -3.60503
H: 1.35258 2.43712 -2.79850
H: 2.43458 1.43200 -3.68608
H: -0.77237 3.19326 -4.18025
H: -0.10912 4.22711 -5.44635
H: 0.53308 4.34590 -3.81052
H: 2.63836 4.46392 -6.17715
H: 4.01383 3.80741 -7.07696
H: 3.61216 3.13680 -5.51268
H: 1.51675 3.91075 -8.54027
H: 1.59911 2.22346 -9.06601
H: 3.06731 3.18926 -9.01476
O: 6.43349 -0.59211 -1.53791
P: 5.58806 -1.81403 -1.46569
N: 4.26701 -1.30835 -0.51497
C: 3.35833 -2.21440 0.15537
C: 3.52990 -0.18653 -1.08033
N: 6.61002 -2.85366 -0.52308
C: 6.44946 -2.89782 0.92400
C: 8.02317 -2.69189 -0.85955
N: 4.79691 -3.12483 -2.28799
C: 5.24892 -4.50859 -2.14650
C: 4.61921 -2.81747 -3.72488
H: 2.62250 -2.66566 -0.52551
H: 2.81219 -1.66068 0.92394
H: 3.87735 -3.01840 0.66567
H: 2.88210 -0.49792 -1.91515
H: 4.21677 0.57567 -1.44823
H: 2.90910 0.28265 -0.31774
H: 6.39173 -1.90128 1.37980
H: 7.29359 -3.42884 1.36597
H: 5.56870 -3.47091 1.21356
H: 8.47165 -1.81946 -0.37345
H: 8.15879 -2.57568 -1.93524
H: 8.57291 -3.58459 -0.55239
H: 6.28485 -4.66746 -2.45309
H: 4.60700 -5.13196 -2.77428
H: 5.12330 -4.85671 -1.12532
H: 5.56615 -2.84644 -4.27396
H: 4.19226 -1.81804 -3.84375
H: 3.92717 -3.52295 -4.18516

Atoms 1-2, force components in eV/Å:
0.250 -0.487 0.510
0.226 -0.063 -0.345

Calculated values
multiplicity = 1
charge = +1
gap between HOMO and LUMO = 5.30 eV
HOMO energy = -9.74 eV
electronic energy = -4163.9446 a.u.

***

ORCA calculation (ωB97M-V/def2-TZVPD) on a molecular structure, C29H60InN3O5 in a non-equilibrium geometry.

Element x y z (Å)
In: 5.04296 -0.66234 2.27885
C: 1.24033 -6.59305 -0.63124
C: 1.99155 -5.41616 -0.02587
O: 1.40339 -4.38545 0.34946
O: 3.23021 -5.32971 0.04603
H: 0.88544 -6.42734 -1.64844
H: 0.40574 -6.92773 -0.01517
H: 1.82916 -7.50995 -0.60527
C: 1.95222 0.47040 8.43950
C: 0.41397 0.32803 8.43428
C: -0.22404 1.73070 8.85300
C: -1.75689 1.67303 8.83581
C: -2.13766 1.27523 7.36369
C: -1.46579 -0.09106 6.74480
N: -0.02396 0.05085 7.04402
O: 0.68321 -1.00303 6.46841
C: -2.08920 -1.46762 7.18294
C: -1.64645 -0.14758 5.24040
C: 0.15957 -0.80883 9.41333
H: 2.17882 0.97532 9.37855
H: 2.29923 1.08054 7.60559
H: 2.39730 -0.52415 8.46890
H: 0.19530 1.91380 9.84231
H: 0.12755 2.50750 8.17398
H: -2.18828 2.56423 9.29163
H: -2.07740 0.78541 9.38127
H: -1.81448 2.01164 6.62792
H: -3.19117 1.00178 7.42226
H: -1.78930 -2.34739 6.61358
H: -1.95498 -1.76671 8.22247
H: -3.16872 -1.43747 7.03519
H: -1.14990 -0.92110 4.65456
H: -2.65517 -0.24444 4.83892
H: -1.29984 0.80252 4.83386
H: 0.27912 -1.81353 9.00791
H: -0.84411 -0.80231 9.83842
H: 0.88063 -0.89194 10.22651
H: 0.33677 -1.70536 7.02368
C: 3.97527 0.95524 -3.29335
C: 5.17663 1.91786 -3.68064
C: 4.62385 3.40263 -3.43886
C: 5.61068 4.54040 -3.09091
C: 6.70571 4.01763 -2.31705
C: 7.36072 2.56994 -2.59984
N: 6.33580 1.58379 -2.73909
O: 6.89314 0.29327 -2.86685
C: 8.20068 2.74261 -3.91032
C: 8.31122 2.38735 -1.36964
C: 5.47403 1.66790 -5.16543
H: 4.27129 -0.08927 -3.39071
H: 3.08193 1.22446 -3.85688
H: 3.58575 1.16083 -2.29630
H: 4.19604 3.66095 -4.40754
H: 3.74553 3.40188 -2.79337
H: 5.12109 5.24508 -2.41874
H: 6.09157 4.97351 -3.96798
H: 6.46403 4.08785 -1.25651
H: 7.50432 4.75514 -2.39708
H: 8.28732 1.78494 -4.42359
H: 7.72716 3.36190 -4.67213
H: 9.26034 2.94879 -3.75967
H: 7.84023 2.49382 -0.39244
H: 8.82521 1.42632 -1.35112
H: 8.90949 3.29849 -1.36947
H: 6.15190 2.36301 -5.66084
H: 4.53352 1.68529 -5.71611
H: 5.88509 0.68090 -5.37747
H: 7.08316 0.32591 -3.80729
C: -8.56220 -0.59595 -5.69000
C: -7.07247 -0.67267 -5.32801
C: -6.87878 0.51178 -4.34845
C: -5.55548 0.53707 -3.71256
C: -5.39066 -0.71707 -2.87382
C: -5.52718 -1.90719 -3.75334
N: -6.76152 -1.94654 -4.62863
O: -6.67877 -2.99883 -5.52617
C: -4.15344 -2.29929 -4.39651
C: -5.72383 -3.06899 -2.76126
C: -6.05001 -0.45252 -6.52703
H: -9.05282 -0.54501 -4.71800
H: -8.84815 -1.44209 -6.31480
H: -8.71244 0.27520 -6.32769
H: -6.93161 1.43485 -4.92572
H: -7.70376 0.70749 -3.66347
H: -5.18212 1.31791 -3.04999
H: -4.72114 0.38229 -4.39667
H: -6.28894 -0.60861 -2.26601
H: -4.42799 -0.48476 -2.41842
H: -3.63372 -1.48361 -4.89917
H: -3.46846 -2.50768 -3.57464
H: -3.97451 -3.19520 -4.99101
H: -5.11790 -3.10561 -1.85594
H: -6.74420 -3.07586 -2.37798
H: -5.63571 -4.07797 -3.16410
H: -5.97704 0.55738 -6.93061
H: -6.28186 -1.17320 -7.31123
H: -5.06708 -0.81078 -6.22108
H: -7.56428 -3.36948 -5.51644

Atoms 1-2, force components in eV/Å:
0.010 -0.048 -0.068
0.330 -0.485 0.773

Calculated values
multiplicity = 1
ΔE to the lowest compared entry with this formula, charge and spin = 125.6 kcal per mole
charge = +2
gap between HOMO and LUMO = 1.26 eV
HOMO energy = -12.04 eV
electronic energy = -1870.5071 a.u.

***

ORCA calculation (ωB97M-V/def2-TZVPD) on 4 unconnected molecules or ions with the total composition C29H60N3O5 in a non-equilibrium geometry.

Element x y z (Å)
C: -1.10053 -0.08805 -0.07724
C: -0.21815 -1.24537 0.31448
O: 0.11226 -2.07698 -0.51412
O: 0.22113 -1.37280 1.48156
H: -2.02021 -0.15900 0.50350
H: -1.24177 -0.01570 -1.15562
H: -0.64667 0.88093 0.13057
C: 2.15757 3.25291 1.39692
C: 2.26483 2.51459 2.79741
C: 3.06602 3.29368 3.88264
C: 2.31849 4.54338 4.37935
C: 1.06102 4.12273 5.09548
C: 0.12139 3.29105 4.08062
N: 0.84538 2.23450 3.33991
O: 0.03187 1.44779 2.51231
C: -1.07554 2.74794 4.94931
C: -0.41291 4.33896 3.11885
C: 2.98026 1.20726 2.77734
H: 2.24301 4.33902 1.36300
H: 1.30522 2.95677 0.78547
H: 2.94653 2.91206 0.72649
H: 3.26131 2.67165 4.75616
H: 3.98773 3.69232 3.45878
H: 2.15784 5.27930 3.59149
H: 2.91527 5.05902 5.13172
H: 0.52258 5.01537 5.41387
H: 1.28292 3.53028 5.98310
H: -2.00289 2.52462 4.42181
H: -0.84021 1.81827 5.46741
H: -1.35204 3.46063 5.72629
H: -0.70200 5.17812 3.75159
H: 0.24505 4.86440 2.42669
H: -1.26164 3.90482 2.59039
H: 3.95138 1.43156 2.33606
H: 2.44614 0.56210 2.07977
H: 3.15912 0.68824 3.71899
H: -0.12832 2.14175 1.86859
C: 1.89068 4.65635 -3.01489
C: 2.55101 3.26808 -3.02780
C: 1.53289 2.36010 -2.41961
C: 0.30796 2.04776 -3.33782
C: 0.86051 1.54487 -4.68252
C: 2.04326 2.38185 -5.40263
N: 3.01472 2.72685 -4.32128
O: 4.19039 3.39350 -4.88312
C: 2.74490 1.48363 -6.51729
C: 1.48841 3.57080 -6.17923
C: 3.83437 3.35686 -2.09105
H: 2.35198 5.29929 -3.76452
H: 0.81252 4.60664 -3.16719
H: 2.09577 5.15671 -2.06849
H: 2.05690 1.40801 -2.33559
H: 1.08417 2.64967 -1.46940
H: -0.36160 1.27254 -2.96522
H: -0.32845 2.92875 -3.25445
H: 0.02193 1.65852 -5.36952
H: 1.14841 0.49681 -4.60016
H: 2.00718 0.83798 -6.99374
H: 3.49626 0.75111 -6.22239
H: 3.29845 2.08230 -7.24068
H: 0.76444 4.04202 -5.51446
H: 0.84583 3.26524 -7.00496
H: 2.23795 4.26719 -6.55517
H: 3.54534 3.57494 -1.06294
H: 4.32271 2.38435 -2.02916
H: 4.64376 3.97260 -2.48328
H: 4.82322 2.67589 -4.96167
C: -3.57879 -5.64074 2.87999
C: -2.77098 -6.43198 1.75121
C: -3.63098 -7.53096 1.17999
C: -4.70309 -7.11877 0.17640
C: -3.99364 -6.31647 -0.93054
C: -3.16482 -5.09325 -0.40812
N: -2.29395 -5.48720 0.76217
O: -1.44679 -4.52770 1.25768
C: -2.16035 -4.85863 -1.60478
C: -4.06670 -3.87793 -0.21993
C: -1.66272 -7.19108 2.45022
H: -4.03247 -6.27015 3.64558
H: -4.27901 -4.88200 2.53055
H: -2.98099 -4.95927 3.48526
H: -3.03149 -8.37381 0.83600
H: -4.23907 -8.00996 1.94737
H: -5.48192 -6.47259 0.58134
H: -5.16434 -8.03228 -0.19890
H: -4.78913 -5.97799 -1.59440
H: -3.30091 -6.94176 -1.49381
H: -2.73103 -4.93450 -2.53036
H: -1.70939 -3.86690 -1.57021
H: -1.35445 -5.59182 -1.57229
H: -3.63034 -2.89157 -0.06256
H: -4.77079 -3.85863 -1.05178
H: -4.72815 -3.91726 0.64553
H: -1.96706 -8.14546 2.87990
H: -1.28781 -6.55025 3.24827
H: -0.83256 -7.38898 1.77216
H: -2.14356 -3.92945 1.53735

Atoms 1-2, force components in eV/Å:
-0.150 0.878 -0.234
1.852 -0.900 1.989

Calculated values
multiplicity = 1
ΔE to the lowest compared entry with this formula, charge and spin = 70.8 kcal per mole
charge = -1
gap between HOMO and LUMO = 5.77 eV
HOMO energy = -3.32 eV
electronic energy = -1681.2237 a.u.